{"formula": "C9H9Br2N3", "method": "the ωB97M-V functional and the def2-TZVPD basis", "symbols": ["C", "C", "C", "C", "C", "C", "C", "C", "C", "N", "N", "N", "Br", "Br", "H", "H", "H", "H", "H", "H", "H", "H", "H"], "coordinates": [[-2.68395, 1.58804, -0.86390], [-1.31438, 1.53585, -0.87732], [-3.07771, 0.47768, -0.08568], [2.69368, -1.31623, 0.89719], [2.56933, -0.24080, 0.11915], [0.26862, -0.05447, 0.09064], [1.56511, -2.00208, 1.62168], [0.27550, -1.99192, 0.84973], [-0.31485, 2.40441, -1.53460], [-2.04924, -0.20815, 0.34612], [1.38807, 0.43392, -0.14480], [-0.96582, 0.43094, -0.13057], [-4.82220, -0.03033, 0.33218], [0.26013, -3.08860, -0.71465], [-3.32831, 2.29687, -1.33899], [3.67734, -1.73041, 1.05104], [3.42021, 0.22621, -0.35378], [1.86149, -3.03024, 1.85525], [1.39745, -1.48990, 2.57814], [-0.64793, -2.08506, 1.39732], [0.46239, 1.79937, -1.99732], [-0.80098, 3.01611, -2.28945], [0.16606, 3.05880, -0.80737]], "forces_ev_per_angstrom": [[0.3, -0.1, 0.1], [-0.4, 0.1, -0.1], [0.6, -0.1, 0.1], [0.0, 0.1, -0.1], [0.4, -0.6, 0.4], [1.4, -5.2, 2.2], [0.0, 0.0, -0.2], [0.1, 3.8, -1.4], [0.1, 0.1, -0.1], [-0.8, -0.7, 0.4], [-1.0, 1.2, -0.4], [-0.9, 1.2, -0.7], [0.0, 0.0, 0.0], [0.0, -0.1, 0.0], [-0.1, 0.2, -0.1], [0.2, 0.0, 0.0], [0.2, -0.1, 0.0], [-0.1, 0.1, 0.0], [-0.1, 0.0, 0.0], [-0.1, -0.1, 0.0], [0.0, 0.1, 0.0], [-0.1, 0.0, 0.0], [0.1, 0.0, 0.0]], "nbo_charge": [-0.339, 0.215, 0.076, -0.194, -0.028, 0.548, -0.520, -0.259, -0.651, -0.277, -0.521, -0.258, 0.103, 0.034, 0.240, 0.215, 0.202, 0.230, 0.238, 0.234, 0.250, 0.227, 0.239], "charge": 0, "gap_ev": 9.102, "e_homo_ev": -8.72}

{"formula": "C45H32F9N4O5PRuS", "method": "the ωB97M-V functional and the def2-TZVPD basis", "symbols": ["Ru", "C", "C", "C", "C", "C", "C", "N", "N", "C", "C", "C", "C", "C", "C", "H", "H", "H", "H", "H", "H", "H", "H", "H", "C", "C", "C", "C", "N", "C", "C", "C", "C", "C", "C", "N", "H", "H", "H", "H", "H", "H", "H", "H", "O", "S", "O", "O", "O", "C", "C", "O", "H", "H", "H", "F", "C", "F", "F", "C", "C", "C", "C", "C", "C", "P", "C", "C", "C", "C", "C", "C", "C", "F", "F", "F", "C", "C", "C", "C", "C", "C", "C", "F", "F", "F", "H", "H", "H", "H", "H", "H", "H", "H", "H", "H", "H", "H"], "coordinates": [[-1.52972, -0.72939, 2.72397], [3.82217, -2.65695, 2.22281], [3.97601, -1.36424, 2.74231], [2.87295, -0.55133, 2.99060], [1.61220, -0.93748, 2.58518], [1.49501, -2.15769, 1.97128], [2.55930, -3.04811, 1.82010], [0.48091, -0.15648, 2.74411], [0.76068, 0.98526, 3.40411], [-0.29932, 1.53325, 3.95836], [-0.10614, 2.65598, 4.77896], [-1.15629, 3.12768, 5.51685], [-2.41871, 2.57562, 5.48392], [-2.63476, 1.48927, 4.62252], [-1.56903, 0.92879, 3.90582], [4.70257, -3.23965, 2.06603], [4.90424, -0.97643, 3.07759], [2.91081, 0.37712, 3.47058], [0.60343, -2.37065, 1.34234], [2.35133, -3.99513, 1.41362], [0.91568, 3.10734, 4.80318], [-0.90022, 3.98446, 6.17206], [-3.26267, 2.89543, 6.10972], [-3.57762, 0.99396, 4.64321], [-1.47691, 2.77612, -0.10640], [-2.78989, 3.24985, 0.05686], [-3.72470, 2.49368, 0.68368], [-3.33578, 1.27003, 1.24991], [-2.05463, 0.86049, 1.18604], [-1.18598, 1.56236, 0.50200], [-4.20102, 0.43871, 2.00047], [-5.63262, 0.64609, 2.17946], [-6.30078, -0.21866, 2.97953], [-5.74200, -1.39219, 3.48145], [-4.42252, -1.55473, 3.28559], [-3.62965, -0.70718, 2.63344], [-0.67056, 3.32313, -0.63454], [-3.05030, 4.23658, -0.34294], [-4.76334, 2.84872, 0.86289], [-0.11405, 1.16180, 0.51849], [-6.05094, 1.56022, 1.75171], [-7.32367, 0.06506, 3.28838], [-6.35050, -2.08895, 4.05400], [-3.91338, -2.54603, 3.61407], [-2.94054, -3.48590, 0.34318], [-1.76646, -4.00265, 1.50895], [-2.47489, -4.99451, 2.24342], [-1.57867, -2.77643, 2.27089], [-0.67772, -4.31335, 0.67222], [-3.51425, -2.24908, -1.53500], [-2.53132, -2.45487, -0.39767], [-1.60817, -1.68961, -0.16942], [-3.17447, -2.70961, -2.45291], [-3.71661, -1.17438, -1.71005], [-4.42958, -2.78052, -1.37534], [7.67379, -1.89410, -1.49603], [6.97972, -2.33657, -2.60343], [7.67120, -1.79417, -3.62391], [7.19181, -3.64409, -2.79364], [5.52201, -1.92485, -2.48924], [5.26410, -0.55617, -2.52093], [4.01249, -0.14362, -2.20985], [2.99794, -1.06625, -1.80674], [3.30481, -2.44690, -1.79661], [4.54877, -2.85585, -2.15123], [1.36276, -0.45102, -1.28104], [1.60356, 1.38745, -1.46907], [1.32912, 2.19781, -2.52802], [1.51763, 3.55910, -2.45746], [1.97859, 4.14309, -1.30961], [2.28680, 3.31129, -0.21060], [2.12671, 1.94796, -0.32931], [2.25919, 5.63230, -1.16065], [1.66300, 6.12990, -0.11169], [1.89158, 6.37033, -2.24841], [3.58733, 5.83219, -0.99450], [0.35196, -0.82893, -2.72641], [0.75073, -1.71252, -3.72433], [0.02633, -1.82418, -4.88496], [-1.16685, -1.09520, -5.06367], [-1.62214, -0.22861, -4.03168], [-0.88688, -0.14189, -2.85984], [-1.88595, -1.08694, -6.37788], [-2.68171, -0.01392, -6.50003], [-0.99079, -1.04716, -7.37408], [-2.60521, -2.21263, -6.58556], [6.08657, 0.09309, -2.73649], [3.73681, 0.87306, -2.30374], [2.54576, -3.13171, -1.44397], [4.86960, -3.89612, -2.17418], [0.87851, 1.81648, -3.40260], [1.30838, 4.11216, -3.35342], [2.55999, 3.72940, 0.77230], [2.33523, 1.33626, 0.55693], [1.62915, -2.34340, -3.56556], [0.32255, -2.54671, -5.66421], [-2.50879, 0.39861, -4.08644], [-1.19307, 0.52818, -2.08987]], "forces_ev_per_angstrom": [[0.2, 0.8, 0.0], [0.2, 1.1, 0.1], [-1.2, -0.2, 0.4], [0.5, -0.8, -0.4], [-0.2, -0.4, -0.5], [-0.8, -1.5, -2.1], [-0.2, 1.5, 0.7], [-0.2, 0.5, 0.6], [1.2, -0.8, -1.1], [-0.8, 0.8, 1.0], [0.9, 0.2, -0.5], [0.9, 1.8, 1.2], [-1.0, -0.7, -0.4], [1.3, -0.2, 0.4], [-0.9, -0.4, 0.0], [0.3, -0.6, 0.0], [1.0, 0.0, 0.1], [0.6, 1.2, 0.6], [0.4, 0.0, 1.1], [-0.1, -1.1, -0.7], [-1.1, -0.4, 0.1], [-0.6, -0.5, -0.3], [0.6, 0.2, -0.2], [-0.7, -0.2, -0.2], [0.8, -0.2, -0.2], [0.1, 1.0, -0.9], [-1.2, 0.5, 0.4], [-1.0, -0.8, 0.8], [0.4, -0.3, -0.2], [2.4, 0.2, -0.2], [-0.9, -1.1, 0.5], [2.1, 0.3, -0.1], [-2.1, 1.3, 0.0], [-0.9, -0.2, 0.7], [2.1, -2.8, 0.4], [-0.4, 1.5, -0.9], [-0.8, -0.3, 0.4], [0.0, -0.4, 0.2], [1.0, -0.2, -0.4], [-1.8, 0.6, 0.0], [-0.2, -0.5, 0.3], [0.4, -0.4, -0.4], [0.3, 0.1, -0.2], [-0.8, 1.9, -0.4], [1.0, -0.5, 0.9], [-1.8, 0.9, -0.1], [0.1, -0.3, -0.2], [0.2, -0.2, 0.9], [1.4, -1.0, -0.5], [0.1, 0.6, -0.3], [-0.5, 1.7, -0.6], [-0.8, -1.2, -0.4], [0.7, 0.1, -0.3], [0.3, -0.6, 0.1], [-0.6, -0.1, 0.6], [-0.6, -0.8, -0.4], [0.7, 0.5, -0.1], [-0.5, 0.8, -0.5], [-0.4, -0.4, 0.9], [0.9, 0.0, 0.1], [0.8, -1.4, 0.1], [-1.9, -1.0, 0.4], [1.3, 0.3, -0.7], [-1.5, 1.5, 0.7], [1.8, -0.6, -0.6], [-0.1, 0.1, 0.5], [0.2, -1.6, 0.3], [-0.4, 0.1, -0.1], [0.1, 0.4, -0.6], [0.7, 0.2, 1.1], [-0.1, 0.8, 0.1], [0.2, 0.5, 1.5], [0.5, -1.0, -1.4], [-0.7, 0.7, 1.1], [0.1, -0.5, 0.5], [0.0, 0.1, -0.1], [-1.0, 0.5, -0.6], [0.2, -0.2, 0.5], [-1.4, -0.5, -1.1], [0.2, 1.0, 1.2], [0.6, -0.8, -0.1], [1.3, -0.7, -0.7], [0.7, -0.4, 0.5], [-0.3, -0.3, -0.2], [0.1, 0.2, -0.6], [-0.3, 0.3, 0.0], [0.1, 0.5, -0.2], [0.0, 0.9, 0.1], [0.0, -0.2, -0.1], [-0.4, 0.1, 0.2], [-0.3, -0.5, -0.9], [-0.1, 0.5, -0.1], [0.1, -0.1, -0.7], [-0.1, 0.1, -0.3], [-0.2, 0.4, -0.3], [0.0, 0.6, 0.4], [0.1, -0.3, -0.4], [-0.3, 0.3, 0.5]], "lowdin_charge": [1.453, -0.108, -0.086, -0.049, -0.326, -0.073, -0.090, -0.133, 0.028, -0.378, -0.052, -0.141, -0.114, -0.107, -0.197, 0.082, 0.081, 0.073, 0.074, 0.086, 0.117, 0.102, 0.097, 0.076, -0.069, -0.094, -0.037, -0.271, -0.005, -0.171, -0.201, -0.033, -0.130, -0.120, -0.189, -0.075, 0.093, 0.105, 0.110, 0.088, 0.093, 0.106, 0.098, 0.140, -0.095, 0.461, -0.256, -0.462, -0.249, 0.026, -0.552, 0.019, 0.081, 0.095, 0.071, 0.106, -0.552, 0.119, 0.134, -0.117, -0.012, -0.046, -0.313, -0.094, -0.021, 1.157, -0.388, -0.075, -0.022, -0.118, 0.009, -0.119, -0.592, 0.179, 0.115, 0.128, -0.345, -0.069, -0.013, -0.109, -0.003, -0.089, -0.599, 0.136, 0.132, 0.131, 0.121, 0.085, 0.116, 0.125, 0.101, 0.119, 0.139, 0.111, 0.097, 0.130, 0.122, 0.088], "spin_multiplicity": 6, "charge": -1, "gap_ev": [5.102, 6.702], "e_homo_ev": [-3.00, -5.21]}

The ΔE to the lowest compared entry with this formula, charge and spin results, record by record, are as follows: 0.0; 107.4 kJ/mol.
The strongest force on any atom results, record by record, are as follows: 5.789; 3.546 eV/A.
The DFT total energy results, record by record, are as follows: -5660.55788; -4062.51244 Ha.